Molecular formula: C3H9NO3
Method: DFT, ωB97M-V with the def2-TZVPD basis set

Values from the calculation:
HOMO level   -8.45 eV
Gap between HOMO and LUMO   4.07 eV
M   107.11 g mol⁻¹
Energy above the lowest of the compared OMol25 structures with the same formula, charge and spin   208.4 kcal/mol

Cartesian coordinates (Å):
O: 0.90964 1.67534 -0.63185
C: 1.57065 0.70523 -0.63506
C: 1.35359 -0.60225 0.16824
N: 2.40422 -0.38673 1.04374
C: -2.18046 0.93541 -0.52356
O: -2.40828 0.01263 0.49704
H: 2.38790 0.63517 -1.37148
H: 0.41054 -0.75230 0.84097
H: 1.42721 -1.52039 -0.41589
H: 2.82389 -1.24597 1.43567
H: -3.10177 1.46424 -0.74710
H: -1.40395 1.67679 -0.28797
H: -1.85034 0.36335 -1.40156
H: -1.18711 -2.77846 0.24903
H: -1.73962 -0.81330 0.42549
O: -0.97084 -1.85742 0.08698

Atoms 1-3, force components in eV/Å:
-0.6 1.2 0.7
-1.2 -0.6 -1.8
4.2 0.3 0.2